Entry from the OMol25 dataset: a structure of composition C6H20InN10O8 at a distorted geometry (wB97M-V/def2-TZVPD).

The value obtained for the LUMO energy is -7.41 eV. As for the electronic energy: -42996.684 eV. Its charge is +1. The largest force on an atom is 0.0495 hartree/bohr. Its gap between HOMO and LUMO is 4.3525 eV.

Each line ends with the natural charge from an NBO analysis.
CARTESIAN COORDINATES (ANGSTROEM)
In -0.25079 1.70590 0.56729  1.14
C -1.45025 0.41183 3.78369  0.90
O -2.10374 -0.13858 2.88124  -0.51
O -0.83836 1.47165 3.48722  -0.33
O -1.34771 0.02919 4.95636  -0.34
C -0.61176 1.10046 -3.33189  0.79
O -0.69425 0.91881 -2.12047  -0.67
N -1.49193 1.88690 -4.06403  -0.87
N 0.40230 0.57853 -4.05566  -0.83
H -1.08894 2.31217 -4.87509  0.39
H -2.45613 1.94415 -3.81146  0.41
H 0.89615 -0.15765 -3.57237  0.41
H 0.45516 0.59424 -5.05455  0.40
C 2.80156 -0.57369 -0.96452  0.78
O 1.72969 -0.03461 -0.71534  -0.68
N 3.03799 -1.93190 -0.97543  -0.84
N 3.92336 0.17613 -1.11452  -0.84
H 2.26338 -2.55614 -0.86544  0.41
H 3.92623 -2.18793 -1.35649  0.39
H 4.86033 -0.11876 -1.30971  0.39
H 3.77994 1.17179 -1.08585  0.41
C -4.00785 0.54153 -0.28360  0.79
O -2.99992 1.26633 -0.30239  -0.70
N -4.44681 -0.07717 0.84819  -0.83
N -4.60775 0.12444 -1.43693  -0.82
H -4.00598 0.08728 1.72805  0.43
H -5.21304 -0.70465 0.69749  0.39
H -5.40053 -0.47958 -1.30044  0.38
H -4.59463 0.59316 -2.31935  0.41
C -1.12943 -2.34037 0.29090  0.78
O -0.77324 -1.17726 0.06642  -0.68
N -1.02689 -3.35623 -0.60637  -0.83
N -1.70311 -2.67466 1.47572  -0.84
H -1.12951 -4.30062 -0.28150  0.38
H -0.47732 -3.27576 -1.44254  0.40
H -1.76215 -3.65467 1.67323  0.38
H -1.93817 -1.93575 2.11134  0.43
C 3.32693 1.82934 2.47794  0.79
O 2.48416 1.82403 1.57230  -0.72
N 4.08700 2.92828 2.75265  -0.84
N 3.62609 0.71917 3.19702  -0.83
H 4.67128 2.99826 3.56113  0.40
H 3.85746 3.74016 2.20785  0.41
H 4.41687 0.78333 3.80635  0.40
H 3.00433 -0.06105 3.10356  0.42

Atoms 1-3, force components in eV/Å:
In -0.16 -1.27 -0.58
C -0.64 -0.53 -0.30
O -0.16 -0.17 0.35